Density functional theory data (ωB97M-V/def2-TZVPD) for a molecular structure, C36H55N4OSbScSi4.

ORCA input file:
```
! wB97M-V def2-TZVPD RIJCOSX def2/J DEFGRID3
* xyz 1 1
Sc 0.115 -0.284 -0.320
C 4.797 -0.690 1.653
Sb 2.731 -0.151 1.728
C 2.031 -1.248 -0.021
C 2.886 -1.306 -1.252
C 2.358 -0.967 -2.501
C 3.141 -1.034 -3.640
C 4.452 -1.465 -3.515
C 4.895 -1.816 -2.250
N 4.150 -1.743 -1.150
Si 1.701 -3.026 0.545
C 0.759 -3.106 2.179
C 0.612 -3.746 -0.819
C 3.205 -4.113 0.770
C 2.834 2.053 1.306
C 1.536 2.584 0.806
C 1.309 3.971 0.749
C 0.095 4.496 0.375
C -0.953 3.640 0.052
C -0.678 2.300 0.106
N 0.514 1.770 0.449
Si 4.291 2.659 0.205
C 4.129 4.456 -0.337
C 4.334 1.709 -1.400
C 5.935 2.549 1.097
Si 2.976 2.720 3.131
C 4.240 1.762 4.130
C 3.456 4.531 3.264
C 1.297 2.512 3.950
H 4.815 -1.777 1.657
H 5.308 -0.308 2.534
H 5.282 -0.356 0.741
H 1.313 -0.686 -2.605
H 2.731 -0.768 -4.606
H 5.111 -1.542 -4.368
H 5.909 -2.179 -2.110
H 0.073 -2.285 2.382
H 1.459 -3.132 3.017
H 0.185 -4.035 2.211
H -0.311 -3.168 -0.978
H 0.304 -4.770 -0.602
H 1.137 -3.749 -1.777
H 3.739 -3.869 1.690
H 3.905 -4.042 -0.058
H 2.867 -5.149 0.859
H 2.114 4.636 1.011
H -0.037 5.570 0.339
H -1.925 3.993 -0.256
H -1.463 1.588 -0.152
H 3.279 4.628 -0.998
H 5.032 4.660 -0.920
H 4.100 5.192 0.467
H 3.362 1.756 -1.900
H 4.604 0.662 -1.292
H 5.062 2.176 -2.068
H 5.996 3.244 1.936
H 6.705 2.851 0.382
H 6.198 1.557 1.455
H 5.239 1.783 3.696
H 3.963 0.724 4.317
H 4.302 2.252 5.106
H 4.344 4.797 2.690
H 3.689 4.719 4.315
H 2.652 5.216 2.996
H 1.009 1.460 3.996
H 0.511 3.074 3.441
H 1.349 2.882 4.976
C -0.975 -1.202 -4.138
Si -1.369 -0.160 -2.609
C -3.227 -0.376 -2.278
C -1.097 1.683 -3.000
C 0.203 2.192 -3.123
C 0.449 3.546 -3.283
C -0.612 4.442 -3.315
C -1.910 3.967 -3.203
C -2.145 2.606 -3.049
H -1.593 -0.874 -4.977
H -1.195 -2.256 -3.954
H 0.066 -1.138 -4.456
H -3.812 -0.133 -3.169
H -3.591 0.256 -1.464
H -3.462 -1.412 -2.024
H 1.058 1.518 -3.105
H 1.467 3.904 -3.385
H -0.429 5.501 -3.442
H -2.744 4.657 -3.248
H -3.170 2.263 -2.965
N -4.445 -1.353 5.281
C -4.089 -2.173 4.267
O -4.441 -3.327 4.171
C -3.172 -1.583 3.216
C -2.293 -0.535 3.457
C -1.459 -0.116 2.438
N -1.477 -0.682 1.223
C -2.331 -1.689 0.991
C -3.186 -2.174 1.959
H -5.084 -1.716 5.970
H -4.295 -0.361 5.246
H -2.215 -0.066 4.428
H -0.740 0.679 2.589
H -2.316 -2.114 -0.006
H -3.846 -3.006 1.765
*
```

Results
- M (g mol⁻¹) = 838.92
- HOMO energy (eV) = -10.1
- lowest unoccupied orbital energy (eV) = -3.385